one | This record from OMol25 describes a cluster of 2 separate species, C5H13N2O in total. The level of theory is ωB97M-V with the def2-TZVPD basis set.

```
21
Properties=species:S:1:pos:R:3
C 1.62193 -1.19699 1.09552
C 1.73161 1.82781 -1.48415
C -0.92679 0.39582 1.45675
C -0.97167 0.06496 -1.03548
C -1.19101 -1.81117 0.56923
N 0.77405 -0.62883 0.41356
N -0.58457 -0.52197 0.36614
O 2.55759 -1.48947 1.69354
H 1.60518 1.15187 -2.40668
H 2.74720 2.11023 -1.37889
H 1.09137 2.75107 -1.56309
H -0.53026 -0.12070 2.32705
H -0.29010 1.32415 1.37233
H -1.98094 0.73760 1.37075
H -1.88794 -0.57807 -1.45065
H -1.14841 1.12041 -0.81874
H -0.12158 0.03974 -1.70216
H -2.26110 -1.66298 0.75910
H -0.97018 -2.50187 -0.36514
H -0.70780 -2.27601 1.43423
H 1.44341 1.26441 -0.65322
```

HOMO: -15.690 eV
Orbital gap: 0.449 hartree
Total charge: +1

Mulliken atomic charge list, values in e, 8 entries: atom 1 (C): 0.5380, atom 2 (C): -0.7320, atom 3 (C): -0.7872, atom 4 (C): -0.6222, atom 5 (C): -0.9159, atom 6 (N): -0.8120, atom 7 (N): 0.5169, atom 8 (O): -0.3006

---

two | This record from OMol25 describes a cluster of 2 separate species, C5H13N2O in total. The level of theory is ωB97M-V with the def2-TZVPD basis set.

```
21
Properties=species:S:1:pos:R:3
C -0.32402 -0.25103 1.47875
N -1.73828 -0.63946 1.65784
C -2.67591 -0.46189 0.77745
N -3.88705 -0.97584 0.86494
H 0.18997 -0.26241 2.42869
H -0.32935 0.75859 1.08092
H 0.16019 -0.91409 0.77798
H -1.96967 -1.23566 2.44363
H -2.46745 0.20195 -0.05629
H -4.07623 -1.75929 1.47248
H -4.60104 -0.71553 0.20411
C 1.85398 1.28431 -2.58443
C 2.01336 1.10761 -1.10769
C 2.38903 -0.04061 -0.56949
O 2.53362 -0.22150 0.79400
H 2.61692 1.94881 -2.99325
H 1.90892 0.33187 -3.11023
H 0.88910 1.73922 -2.82087
H 1.85034 1.95029 -0.44614
H 2.45496 -0.93307 -1.18201
H 3.20862 -0.91225 0.88960
```

HOMO: -11.664 eV
Orbital gap: 0.299 hartree
Total charge: +1

Mulliken atomic charge list, values in e, 8 entries: atom 1 (C): -0.8581, atom 2 (N): -0.1767, atom 3 (C): 0.2470, atom 4 (N): -0.3183, atom 5 (H): 0.3300, atom 6 (H): 0.2856, atom 7 (H): 0.3867, atom 8 (H): 0.2576

---

three | This record from OMol25 describes the ion C5H13N2O with charge +1. The level of theory is ωB97M-V with the def2-TZVPD basis set.

```
21
Properties=species:S:1:pos:R:3
C -0.52386 0.47840 -1.40767
C -0.00715 0.54008 0.07164
C 0.64173 -1.56776 -2.46313
C -0.32713 1.97080 0.53245
C 0.54132 -0.62514 2.13118
N -0.36624 -0.66184 0.97029
N 0.38682 -0.24499 -2.28925
O 0.10775 -2.28322 -1.33716
H -1.44540 0.00872 -1.23671
H -0.54985 1.47344 -1.66521
H 1.02140 0.54167 0.02518
H -1.31743 -0.52293 1.27476
H 0.44300 2.76415 0.39646
H -0.47458 1.91376 1.59986
H -1.18640 2.33060 0.10700
H 1.26998 -1.31407 1.85089
H 0.93749 0.41018 2.27688
H -0.03913 -0.86372 3.07951
H 0.57577 0.33647 -3.06562
H -0.12099 -1.53812 0.48760
H 0.43291 -3.14648 -1.33895
```

HOMO: -12.766 eV
Orbital gap: 0.354 hartree
Total charge: +1

Mulliken atomic charge list, values in e, 8 entries: atom 1 (C): -1.1857, atom 2 (C): 0.0517, atom 3 (C): -0.3161, atom 4 (C): -1.5572, atom 5 (C): -0.8374, atom 6 (N): 0.0546, atom 7 (N): 0.0610, atom 8 (O): -0.4421

---

Energy ordering: two at the bottom, the next structure 0.0848 hartree above.

---

one | This record from OMol25 describes a cluster of 2 separate species, C3H10NS in total. The level of theory is ωB97M-V with the def2-TZVPD basis set.

```
15
Properties=species:S:1:pos:R:3
C -0.71613 0.96531 1.21570
S 0.90552 0.20309 1.02750
C 1.62937 1.05507 -0.45232
H -1.33367 0.25072 1.76574
H -1.13001 1.22784 0.27025
H -0.59903 1.85687 1.89515
H 2.66998 1.26016 -0.17923
H 1.62908 0.37763 -1.29648
H 1.13360 1.99756 -0.70492
C -1.00141 -0.98603 -0.65957
N -0.35440 -2.09770 -0.53154
H -0.69863 -0.21385 -1.34130
H -1.97362 -0.89261 -0.20363
H -0.82567 -2.95202 -0.22942
H 0.66502 -2.05205 -0.57593
```

HOMO: -12.890 eV
Orbital gap: 0.268 hartree
Total charge: +1

Mulliken atomic charge list, values in e, 8 entries: atom 1 (C): -0.8785, atom 2 (S): -0.0619, atom 3 (C): -0.7536, atom 4 (H): 0.3345, atom 5 (H): 0.3587, atom 6 (H): 0.2841, atom 7 (H): 0.3294, atom 8 (H): 0.2617

---

two | This record from OMol25 describes a cluster of 2 separate species, C3H10NS in total. The level of theory is ωB97M-V with the def2-TZVPD basis set.

```
15
Properties=species:S:1:pos:R:3
C -1.00886 0.19117 -3.59800
N -0.37083 0.78888 -2.65036
H -1.68520 0.83994 -4.15234
H -0.81588 -0.86127 -3.74863
H -0.10834 0.38172 -1.74453
H -0.28938 1.79831 -2.71100
C 1.34363 0.66408 2.56866
C 0.42247 -0.50853 2.37652
S -0.18365 -0.51296 0.59770
H 2.02016 0.89281 1.75125
H 0.78966 1.57612 2.78576
H 2.00737 0.42232 3.40563
H -0.56105 -0.37656 2.80917
H 0.83050 -1.47138 2.65637
H -0.72624 -1.73152 0.48920
```

HOMO: -12.556 eV
Orbital gap: 0.242 hartree
Total charge: +1

Mulliken atomic charge list, values in e, 8 entries: atom 1 (C): -0.0132, atom 2 (N): -0.0263, atom 3 (H): 0.2696, atom 4 (H): 0.2944, atom 5 (H): 0.0762, atom 6 (H): 0.2905, atom 7 (C): -1.0536, atom 8 (C): -0.3354

---

Energy ordering: two at the bottom, the next structure 0.0069 hartree above.